#1
{
  "formula": "C5H11O2",
  "method": "ωB97M-V/def2-TZVPD",
  "symbols": ["C", "O", "C", "C", "C", "C", "O", "H", "H", "H", "H", "H", "H", "H", "H", "H", "H", "H"],
  "xyz": [[1.3289, -0.6482, 2.0357], [2.5087, -0.1538, 2.6587], [0.9728, -0.0243, 0.6632], [0.0681, -0.8784, -0.2136], [-0.6443, -0.2984, -1.3683], [-1.0578, 1.0580, -1.0229], [-1.5939, 1.5430, -2.2111], [1.2666, -1.8161, 1.8844], [0.3211, -0.6216, 2.7804], [0.2625, 0.8595, 1.1788], [1.9315, 0.4313, 0.4128], [-0.4856, -1.3832, 0.6237], [0.6823, -1.7349, -0.5080], [0.2395, -0.0751, -2.0967], [-1.5083, -0.8121, -1.9485], [-1.7129, 1.0191, -0.1945], [-0.1616, 1.5718, -0.8210], [-2.4176, 1.9632, -1.8530]],
  "lowdin_charge": [-0.34, -0.01, -0.23, -0.26, -0.21, -0.36, -0.06, 0.15, 0.18, 0.16, 0.11, 0.12, 0.11, 0.16, 0.16, 0.12, 0.10, 0.11],
  "multiplicity": 2,
  "s_squared": 0.7561,
  "total_charge": 0,
  "e_homo_ev": [-10.1, -10.0]
}

#2
{
  "formula": "C5H11O2",
  "method": "ωB97M-V/def2-TZVPD",
  "symbols": ["C", "C", "C", "H", "H", "H", "H", "H", "H", "H", "H", "C", "C", "O", "O", "H", "H", "H"],
  "xyz": [[0.3499, -0.1720, 1.3993], [1.6633, -0.7488, 0.7592], [0.6913, 0.9444, 2.3979], [-0.2869, 0.1243, 0.5760], [-0.0710, -0.9466, 2.0235], [2.6239, -0.3487, 1.1131], [-0.1368, 1.0527, 3.1124], [1.4690, 0.5401, 3.0397], [1.6842, -0.6078, -0.3181], [1.6314, -1.8299, 0.9527], [0.9757, 1.9245, 1.9819], [-1.3841, 0.6648, -2.3705], [-1.8000, -0.7955, -2.6118], [-2.9761, -1.1191, -2.4511], [-0.8921, -1.6699, -2.6612], [-0.2773, 0.6879, -2.1230], [-1.8942, 1.1097, -1.5106], [-1.3702, 1.1898, -3.3095]],
  "lowdin_charge": [-0.29, -0.11, -0.13, 0.07, 0.09, 0.07, 0.06, 0.06, 0.05, 0.07, 0.08, 0.02, -0.65, 0.12, 0.24, 0.09, 0.09, 0.07],
  "multiplicity": 2,
  "s_squared": 0.7565,
  "total_charge": 0,
  "e_homo_ev": [-11.4, -10.6]
}

#3
{
  "formula": "C5H11O2",
  "method": "ωB97M-V/def2-TZVPD",
  "symbols": ["C", "O", "C", "C", "C", "C", "O", "H", "H", "H", "H", "H", "H", "H", "H", "H", "H", "H"],
  "xyz": [[0.1616, -1.2124, 1.6484], [0.4152, -1.4832, 2.9160], [1.1560, -0.1605, 1.0216], [1.1210, 0.1980, -0.4488], [-0.1552, -0.2470, -1.1812], [-1.1703, 0.8583, -1.3700], [-2.0779, 1.0213, -0.1921], [-0.7562, -0.6106, 1.5844], [0.0741, -2.1671, 0.9301], [2.1705, -0.1366, 1.3771], [0.5925, 0.8303, 1.4464], [1.2430, 1.3619, -0.6525], [1.7849, -0.3086, -1.0902], [-0.5807, -1.1412, -0.6074], [0.2909, -0.4647, -2.3000], [-1.9041, 0.4992, -2.0853], [-0.7753, 1.8075, -1.5807], [-1.5902, 1.3553, 0.5844]],
  "lowdin_charge": [-0.37, 0.05, -0.17, -0.25, -0.21, -0.22, -0.11, 0.12, 0.15, 0.10, 0.14, 0.15, 0.07, 0.11, 0.16, 0.11, 0.09, 0.07],
  "multiplicity": 2,
  "s_squared": 0.7543,
  "total_charge": 0,
  "e_homo_ev": [-10.3, -9.9]
}

The most stable of them is #2.

#1
{
  "formula": "C9H16IrN6Se4Te",
  "method": "ωB97M-V/def2-TZVPD",
  "symbols": ["Ir", "N", "C", "C", "N", "C", "C", "N", "H", "H", "H", "H", "H", "H", "H", "H", "H", "H", "H", "H", "H", "Se", "Se", "Te", "Se", "Se", "N", "C", "C", "C", "C", "N", "C", "N", "H", "H", "H"],
  "xyz": [[0.8454, -0.0088, -0.5937], [2.8416, 0.4751, -0.2310], [3.0368, 0.7837, 1.2106], [1.8431, 1.5958, 1.6846], [0.5598, 0.9496, 1.2880], [0.0058, -0.0309, 2.2543], [0.7183, -1.3629, 2.1416], [0.8081, -1.7375, 0.6976], [3.5216, -0.2058, -0.5663], [3.0121, 1.3221, -0.7746], [3.9612, 1.3389, 1.3707], [3.1282, -0.1576, 1.7451], [1.8632, 2.5757, 1.2048], [1.8852, 1.7518, 2.7638], [-0.1549, 1.6649, 1.1522], [-1.0490, -0.1529, 2.0040], [0.0639, 0.3566, 3.2731], [0.1836, -2.1295, 2.7015], [1.7245, -1.3167, 2.5481], [-0.0217, -2.2682, 0.4411], [1.5844, -2.3785, 0.5514], [1.5076, -1.5342, -2.3923], [0.8188, -0.6980, -4.4498], [1.2545, 1.7050, -4.2176], [0.7019, 2.1053, -1.8406], [-3.3840, 2.6569, 0.2278], [-4.3608, 1.4752, -0.6156], [-3.5639, 0.4814, -0.9680], [-3.9935, -0.6929, -1.6447], [-3.0513, -1.6365, -1.8939], [-1.7003, -1.4108, -1.5281], [-1.2374, -0.3376, -0.9182], [-2.1811, 0.6267, -0.5909], [-1.8845, 1.7203, 0.0809], [-5.0319, -0.8040, -1.9266], [-3.2922, -2.5643, -2.3924], [-0.9629, -2.1573, -1.7969]],
  "lowdin_charge": [0.73, -0.15, -0.18, -0.15, -0.20, -0.16, -0.17, -0.08, 0.10, 0.05, 0.14, 0.11, 0.13, 0.14, 0.07, 0.12, 0.14, 0.14, 0.11, 0.09, 0.11, 0.11, 0.00, 0.61, 0.08, 1.27, -0.19, -0.36, 0.06, 0.00, -0.14, -0.08, -0.46, -0.29, 0.14, 0.13, 0.04],
  "multiplicity": 2,
  "s_squared": 0.7585,
  "total_charge": 2,
  "e_homo_ev": [-13.8, -14.0]
}

#2
{
  "formula": "C9H16IrN6Se4Te",
  "method": "ωB97M-V/def2-TZVPD",
  "symbols": ["Ir", "N", "C", "C", "N", "C", "C", "N", "H", "H", "H", "H", "H", "H", "H", "H", "H", "H", "H", "H", "H", "Se", "Se", "Te", "Se", "Se", "N", "C", "C", "C", "C", "N", "C", "N", "H", "H", "H"],
  "xyz": [[0.1232, -0.0386, 0.9969], [0.0365, -1.0777, -0.8596], [0.6716, -2.4084, -0.7126], [1.9857, -2.2100, 0.0142], [1.7510, -1.3253, 1.2010], [1.6487, -2.0460, 2.5084], [0.2322, -2.5382, 2.7397], [-0.6885, -1.3833, 2.6425], [0.5811, -0.4828, -1.4873], [-0.8786, -1.1838, -1.2881], [-0.0102, -3.0236, -0.1290], [0.8205, -2.8915, -1.6783], [2.4287, -3.1574, 0.3188], [2.6973, -1.7038, -0.6358], [2.5557, -0.7057, 1.2665], [2.3634, -2.8690, 2.5290], [1.9292, -1.3401, 3.2918], [-0.0486, -3.2614, 1.9761], [0.1577, -3.0387, 3.7054], [-1.6549, -1.6793, 2.5557], [-0.6408, -0.8352, 3.4980], [2.9983, 1.0364, -1.1021], [3.4421, 2.4332, -2.7465], [1.5840, 4.0775, -2.6675], [0.3985, 3.2402, -0.8456], [1.9349, 2.6314, 3.3994], [0.7128, 3.8929, 3.4923], [-0.3617, 3.4886, 2.8346], [-1.6038, 4.1676, 2.6418], [-2.5561, 3.5258, 1.9122], [-2.3181, 2.2369, 1.3386], [-1.1954, 1.5832, 1.5006], [-0.2408, 2.2011, 2.2580], [0.8918, 1.5289, 2.4429], [-1.7621, 5.1499, 3.0660], [-3.5183, 3.9833, 1.7326], [-3.0811, 1.7661, 0.7317]],
  "lowdin_charge": [1.11, -0.10, -0.19, -0.17, -0.20, -0.16, -0.20, -0.06, 0.04, 0.11, 0.11, 0.14, 0.14, 0.07, 0.09, 0.14, 0.12, 0.11, 0.14, 0.11, 0.10, 0.00, -0.02, 0.56, -0.09, 1.26, -0.18, -0.38, 0.06, 0.00, -0.07, -0.09, -0.57, -0.32, 0.14, 0.13, 0.14],
  "multiplicity": 2,
  "s_squared": 0.7574,
  "total_charge": 2,
  "e_homo_ev": [-13.4, -13.4]
}

The most stable of them is #1.

#1
{
  "formula": "C2HO2S2",
  "method": "ωB97M-V/def2-TZVPD",
  "symbols": ["C", "C", "O", "O", "S", "S", "H"],
  "xyz": [[1.5191, 0.4847, 0.0609], [3.0173, 0.4294, -0.2951], [3.5795, 1.2629, -0.9737], [1.2027, 0.9717, 1.1173], [3.5719, -0.9198, 0.5031], [0.2063, -0.5099, -0.7943], [-0.7370, 0.1630, 0.0268]],
  "lowdin_charge": [-0.83, -1.08, -0.08, -0.07, 0.52, 0.64, -0.10],
  "multiplicity": 1,
  "total_charge": -1,
  "e_homo_ev": -3.8
}

#2
{
  "formula": "C2HO2S2",
  "method": "ωB97M-V/def2-TZVPD",
  "symbols": ["C", "C", "O", "O", "S", "S", "H"],
  "xyz": [[-1.8938, 1.4423, 0.2098], [0.2594, 0.8961, 0.5180], [-2.0342, 2.5245, 0.6310], [-2.3211, 0.4610, -0.2645], [1.4675, 0.4415, -0.6705], [1.5242, 2.1942, 0.3032], [0.3851, 0.2159, 1.4439]],
  "lowdin_charge": [-0.64, -0.99, 0.07, 0.06, 0.25, 0.25, 0.00],
  "multiplicity": 1,
  "total_charge": -1,
  "e_homo_ev": -3.1
}

The most stable of them is #1.

#1
{
  "formula": "C3H12NO3",
  "method": "ωB97M-V/def2-TZVPD",
  "symbols": ["C", "C", "C", "O", "N", "H", "H", "H", "H", "H", "H", "H", "H", "H", "H", "O", "H", "H", "O"],
  "xyz": [[0.1637, -0.3425, -0.5638], [1.5637, -1.0045, -0.3303], [2.2239, -0.4452, 0.8919], [1.7656, 0.2574, 1.8073], [-0.9408, -1.0444, -1.2810], [0.1942, 0.7058, -1.1191], [-0.1391, 0.1314, 0.4464], [2.2610, -1.0004, -1.2442], [1.4736, -2.1439, -0.3091], [3.2870, -0.6763, 0.9871], [-1.8696, -0.7421, -0.9318], [-0.9805, -2.0257, -0.7901], [-0.8541, -1.0941, -2.2751], [-0.1174, 2.7839, 1.7935], [0.6573, 1.4920, 1.5210], [-0.2122, 2.0379, 1.2744], [-3.6178, 0.8803, -0.0292], [-2.2460, 1.4665, 0.3148], [-2.6125, 0.7639, -0.1628]],
  "lowdin_charge": [-0.21, -0.24, -0.43, -0.16, 0.12, 0.16, 0.11, 0.11, 0.08, 0.08, 0.11, 0.18, 0.14, -0.02, 0.05, -0.12, 0.12, -0.01, -0.06],
  "multiplicity": 2,
  "s_squared": 0.7537,
  "total_charge": 0,
  "e_homo_ev": [-3.4, -7.7]
}

#2
{
  "formula": "C3H12NO3",
  "method": "ωB97M-V/def2-TZVPD",
  "symbols": ["C", "N", "C", "O", "C", "H", "H", "H", "H", "H", "H", "H", "H", "H", "H", "O", "H", "H", "O"],
  "xyz": [[-1.0546, 0.7095, -0.8767], [0.3677, 0.4621, -0.6861], [0.8439, 0.4489, 0.6543], [1.1838, -0.7513, 1.1305], [-1.3363, 1.3540, -2.2115], [-1.3480, 1.4084, -0.1032], [-1.5834, -0.2270, -0.6682], [0.7253, -0.3100, -1.2384], [1.6933, 1.1699, 0.6096], [0.1290, 0.8557, 1.3941], [-0.7515, 2.2655, -2.3548], [-0.8635, 0.7357, -2.9916], [-2.3782, 1.4252, -2.5185], [0.3663, -1.0810, 2.9025], [-0.3194, -0.2124, 3.9787], [-0.0730, -1.1181, 3.7671], [1.3198, -1.6712, -0.0276], [1.8924, -2.9779, -0.1551], [1.1862, -2.4860, -0.6048]],
  "lowdin_charge": [-0.27, -0.01, -0.35, -0.03, -0.09, 0.11, 0.13, 0.12, 0.17, 0.16, 0.08, 0.07, 0.07, -0.01, 0.03, -0.06, -0.05, 0.04, -0.11],
  "multiplicity": 2,
  "s_squared": 0.7558,
  "total_charge": 0,
  "e_homo_ev": [-10.1, -9.6]
}

The most stable of them is #2.

#1
{
  "formula": "C8H15N4",
  "method": "ωB97M-V/def2-TZVPD",
  "symbols": ["C", "C", "C", "C", "C", "C", "C", "C", "N", "N", "N", "N", "H", "H", "H", "H", "H", "H", "H", "H", "H", "H", "H", "H", "H", "H", "H"],
  "xyz": [[-2.6437, -0.9381, -1.2607], [-2.7677, -2.3039, -1.0515], [-0.8545, -1.7385, -0.1461], [1.4113, 0.0015, -0.0862], [0.9909, 1.4132, 0.2907], [0.2509, -1.9936, 0.6248], [2.1620, -1.2690, 1.8492], [-0.5130, 3.2650, -0.5654], [-1.4193, -0.5658, -0.7738], [-1.6545, -2.7143, -0.3946], [1.1687, -1.1238, 0.8895], [0.1755, 1.9534, -0.7855], [-3.3438, -0.0830, -1.4587], [-3.5868, -2.9824, -1.4272], [0.9988, -0.3086, -1.0515], [2.5001, -0.1027, -0.3072], [0.4008, 1.3431, 1.1830], [1.9049, 1.9080, 0.5917], [0.1204, -2.7818, 1.3390], [1.9383, -0.5185, 2.6242], [2.0672, -2.1727, 2.4032], [3.2289, -1.2768, 1.6702], [-0.0047, 4.2117, -0.7125], [-1.3841, 3.1357, -1.2959], [-0.7083, 3.3326, 0.5804], [0.5723, 1.9331, -1.7579], [-1.0108, 0.3760, -0.9710]],
  "lowdin_charge": [-0.04, -0.08, -0.31, -0.10, -0.21, 0.06, -0.04, -0.09, 0.12, 0.11, -0.10, -0.18, 0.15, 0.14, 0.12, 0.15, 0.12, 0.12, 0.16, 0.13, 0.10, 0.12, 0.06, 0.10, 0.11, 0.15, 0.12],
  "multiplicity": 1,
  "total_charge": 1,
  "e_homo_ev": [-12.8, -12.8]
}

#2
{
  "formula": "C8H15N4",
  "method": "ωB97M-V/def2-TZVPD",
  "symbols": ["C", "C", "C", "C", "C", "C", "C", "C", "N", "N", "N", "N", "H", "H", "H", "H", "H", "H", "H", "H", "H", "H", "H", "H", "H", "H", "H"],
  "xyz": [[-2.8293, -1.4278, 0.1953], [-1.7073, -2.1850, 0.4338], [-2.7042, -0.0425, -0.1253], [-1.3616, 0.5142, -0.1286], [-0.3331, -0.2655, 0.2277], [3.3371, 0.6801, 0.9563], [2.5010, -0.2534, -1.3267], [2.3070, -0.1786, 0.1909], [-0.4772, -1.6039, 0.4437], [-3.7726, 0.6579, -0.5768], [-1.0825, 1.8600, -0.1953], [1.0872, 0.4788, 0.4530], [-3.7457, -1.9562, 0.2217], [-1.8963, -3.1979, 0.7638], [3.1294, 0.8129, 2.0897], [4.2911, 0.1119, 0.9156], [3.2777, 1.6503, 0.4306], [3.4384, -0.6408, -1.6839], [2.2082, 0.7637, -1.7497], [1.6488, -0.8499, -1.6644], [2.3951, -1.1656, 0.5512], [0.4403, -2.0563, 0.4980], [-4.7726, 0.4136, -0.6446], [-3.5512, 1.6774, -0.6597], [-1.9143, 2.4411, -0.4643], [-0.8712, 2.3247, 0.7444], [0.9579, 1.4367, 0.1037]],
  "lowdin_charge": [0.02, -0.03, -0.19, -0.24, -0.09, -0.05, -0.04, -0.51, 0.13, 0.16, 0.07, 0.06, 0.11, 0.14, 0.11, 0.09, 0.09, 0.08, 0.11, 0.07, 0.11, 0.17, 0.15, 0.12, 0.10, 0.16, 0.10],
  "multiplicity": 1,
  "total_charge": 1,
  "e_homo_ev": -12.4
}

The most stable of them is #2.

#1
{
  "formula": "CHN3OS",
  "method": "ωB97M-V/def2-TZVPD",
  "symbols": ["C", "H", "N", "N", "N", "O", "S"],
  "xyz": [[0.1636, 0.1263, -0.0986], [2.1311, 1.1522, 0.7108], [-0.5982, 1.2011, -0.1486], [-1.9188, 0.5650, 0.0560], [-1.8171, -0.6581, 0.1963], [-0.5067, -1.0441, -0.1453], [1.9550, -0.0820, 0.0198]],
  "lowdin_charge": [-0.77, -0.06, 0.07, 0.01, 0.03, -0.07, 0.79],
  "multiplicity": 1,
  "total_charge": 0,
  "e_homo_ev": -10.5
}

#2
{
  "formula": "CHN3OS",
  "method": "ωB97M-V/def2-TZVPD",
  "symbols": ["C", "N", "N", "N", "O", "S", "H"],
  "xyz": [[1.1115, -0.0314, 0.0069], [0.1960, -1.0158, -0.0082], [0.7326, 1.2050, -0.0017], [-0.7352, 1.3291, -0.0204], [-2.3607, -0.9034, -0.0152], [-1.1295, -0.1606, 0.0248], [2.1853, -0.4229, 0.0139]],
  "lowdin_charge": [-0.38, -0.12, -0.04, -0.17, -0.32, 0.88, 0.15],
  "multiplicity": 1,
  "total_charge": 0,
  "e_homo_ev": -10.9
}

The most stable of them is #1.

#1
{
  "formula": "C5H12N3",
  "method": "ωB97M-V/def2-TZVPD",
  "symbols": ["N", "C", "C", "H", "H", "H", "H", "H", "H", "H", "C", "C", "C", "N", "N", "H", "H", "H", "H", "H"],
  "xyz": [[-2.0282, -0.6345, 0.0192], [-2.7455, 0.6362, -0.0216], [-2.1380, -1.2646, 1.3314], [-2.4285, -1.2652, -0.6871], [-2.2405, 1.3430, 0.6582], [-3.8018, 0.5485, 0.2836], [-2.7079, 1.0450, -1.0454], [-3.1814, -1.3929, 1.6654], [-1.6533, -2.2550, 1.3035], [-1.6085, -0.6344, 2.0656], [2.0469, 0.9417, 0.4039], [3.3296, 1.0136, -0.0710], [2.1720, -0.3195, -1.4241], [1.3634, 0.1139, -0.4522], [3.3703, 0.2263, -1.1953], [1.5776, 1.4082, 1.2701], [4.2001, 1.5552, 0.2991], [1.9061, -0.9876, -2.2433], [0.3641, -0.1465, -0.3693], [4.2033, 0.0686, -1.7908]],
  "lowdin_charge": [-0.22, -0.15, -0.15, 0.11, 0.08, 0.08, 0.08, 0.08, 0.08, 0.08, -0.02, -0.03, -0.04, 0.11, 0.10, 0.14, 0.14, 0.17, 0.15, 0.20],
  "multiplicity": 1,
  "total_charge": 1,
  "e_homo_ev": -12.4
}

#2
{
  "formula": "C5H12N3",
  "method": "ωB97M-V/def2-TZVPD",
  "symbols": ["C", "C", "C", "C", "C", "N", "N", "N", "H", "H", "H", "H", "H", "H", "H", "H", "H", "H", "H", "H"],
  "xyz": [[0.7384, 0.4877, 0.3482], [2.6379, -1.1080, -0.0645], [-1.5214, -0.0963, -0.0730], [1.7765, 1.5923, 0.4859], [-2.8269, 0.0241, -0.8594], [1.3722, -0.6742, -0.0771], [-0.4963, 0.7336, -0.1818], [-1.4486, -1.2367, 0.6931], [2.7340, -2.1643, -0.2734], [3.3872, -0.4855, 0.4437], [2.7509, 1.0897, 0.4670], [1.7571, 2.0612, 1.5415], [1.6583, 2.2755, -0.3103], [-3.6207, 0.5024, -0.2879], [-3.2643, -0.9175, -1.1963], [-2.5923, 0.5912, -1.7236], [-0.5744, 1.4215, -0.8863], [-2.4076, -1.5467, 0.9319], [-0.8273, -1.2273, 1.4023], [0.7672, -1.3228, -0.3800]],
  "lowdin_charge": [-0.32, 0.09, -0.27, -0.01, 0.03, 0.01, 0.13, 0.20, 0.09, 0.08, 0.04, 0.12, 0.07, 0.11, 0.10, 0.07, 0.16, 0.15, 0.06, 0.09],
  "multiplicity": 1,
  "total_charge": 1,
  "e_homo_ev": [-11.2, -11.2]
}

The most stable of them is #1.

#1
{
  "formula": "C2H4N2S",
  "method": "ωB97M-V/def2-TZVPD",
  "symbols": ["C", "C", "N", "N", "S", "H", "H", "H", "H"],
  "xyz": [[0.1192, -1.4517, 0.3337], [-0.5023, -0.2104, 0.3653], [0.4595, -2.5361, 0.3517], [1.2113, 1.0925, -0.4207], [-1.8704, 0.2181, -0.5281], [-0.4127, 0.1949, 1.3517], [1.7921, 0.8028, 0.3313], [0.7316, 1.9248, -0.0849], [-1.5282, -0.0350, -1.7000]],
  "lowdin_charge": [-0.34, -0.59, 0.17, 0.06, 0.85, 0.07, -0.04, -0.02, -0.16],
  "multiplicity": 1,
  "total_charge": 0,
  "e_homo_ev": [-10.0, -9.1]
}

#2
{
  "formula": "C2H4N2S",
  "method": "ωB97M-V/def2-TZVPD",
  "symbols": ["C", "C", "N", "N", "S", "H", "H", "H", "H"],
  "xyz": [[-0.7656, 0.9385, -2.1235], [0.4835, 0.2103, 0.6295], [-1.0182, 0.0768, -2.8328], [-0.5788, -0.4821, 0.9478], [1.7975, -0.6437, 1.6169], [-0.4220, 1.4777, -1.3104], [-1.4740, -0.4152, 0.4403], [-0.6649, -1.3126, 1.6527], [2.6423, 0.1502, 0.9793]],
  "lowdin_charge": [-0.11, -0.48, 0.06, -0.13, 0.64, -0.01, 0.09, 0.12, -0.18],
  "multiplicity": 1,
  "total_charge": 0,
  "e_homo_ev": -9.5
}

The most stable of them is #2.